[1]
The following is a DFT calculation (ωB97M-V/def2-TZVPD) of a cluster of 2 separate species, C4H8IN2O in total at a distorted geometry.

Geometry as XYZ:
```
16
Properties=species:S:1:pos:R:3:forces:R:3:mulliken_charge:R:1
C 0.6262 -0.2397 0.9175 -0.8 -0.2 1.7 0.292
C -0.7164 0.0111 3.1720 1.1 -0.1 0.3 0.287
C -0.4367 0.8248 -2.0474 0.9 1.1 -1.8 -0.832
C -0.2100 -0.4988 -1.4758 2.4 -4.2 2.7 -0.744
N 1.9352 0.0161 0.7805 0.0 -0.7 1.2 -0.347
N -0.3173 -0.5126 0.0555 1.4 0.8 -1.2 -0.104
O -0.2201 -0.0077 4.2127 -0.3 0.0 -1.5 -0.196
I -2.6858 0.2823 2.5210 0.0 0.0 0.0 0.294
H 0.0446 0.8080 -3.1118 -0.6 0.7 2.0 0.273
H -1.4815 0.8727 -2.2391 -1.0 0.6 -0.1 0.321
H -0.1505 1.6761 -1.3384 0.0 -1.2 -1.4 0.302
H 0.8287 -1.0066 -1.5899 -1.5 1.2 -0.5 0.345
H -0.9058 -1.3640 -1.6686 0.4 1.3 -0.8 0.396
H 2.5710 -0.0750 1.6763 -1.9 0.4 -2.7 0.309
H 2.3806 -0.0307 -0.1562 -0.2 0.0 1.0 0.237
H -1.2622 -0.7561 0.2918 -0.1 0.2 1.2 0.166
```
Forces are in eV/Å.

The calculation puts the HOMO energy (spin up / spin down) at -12.875 / -13.776 eV. The value obtained for the orbital gap (spin up / spin down) is 0.2568 / 0.2978 hartree. Its total charge is +1. The total energy comes out at -17395.836 eV. The maximum force is 5.489 eV/Å. For the molar mass, the calculation gives 227.025 g/mol.

[2]
The following is a DFT calculation (ωB97M-V/def2-TZVPD) of the ion C4H8IN2S with charge +1 at a distorted geometry.

Geometry as XYZ:
```
16
Properties=species:S:1:pos:R:3:forces:R:3:mulliken_charge:R:1
C -3.3016 1.7155 -2.7472 0.6 0.7 0.6 -0.693
C -2.6654 0.4751 0.0869 0.5 -1.3 0.7 -0.063
C 1.3067 -0.7712 0.8901 0.1 0.6 0.0 0.960
C 2.6059 -0.1435 1.2762 0.2 0.0 0.1 -1.196
N 1.2762 -2.0769 0.6733 -0.1 -0.4 0.0 -0.352
N 0.2336 -0.0517 0.7678 -0.3 -0.1 0.0 -0.452
S -1.6679 -0.6842 0.3161 -0.7 0.5 -0.2 0.049
I -2.4417 2.3635 -1.0696 -0.5 0.3 -1.4 0.516
H -2.6872 1.2334 -3.4796 0.2 -0.2 0.0 0.323
H -4.2757 2.0857 -2.9824 -0.4 0.0 0.2 0.330
H 3.4198 -0.8636 1.2638 0.0 0.0 0.0 0.354
H 2.8491 0.6713 0.5967 0.0 0.0 -0.1 0.325
H 2.5238 0.2770 2.2784 0.0 -0.1 0.0 0.324
H 2.1125 -2.6308 0.7592 -0.1 0.0 0.0 0.216
H 0.4150 -2.5405 0.4259 0.2 -0.1 0.0 0.144
H 0.2971 0.9411 0.9444 0.2 0.0 0.1 0.215
```
Forces are in eV/Å.

The calculation puts the HOMO energy (spin up / spin down) at -12.566 / -11.626 eV. The value obtained for the orbital gap (spin up / spin down) is 0.2856 / 0.2529 hartree. Its total charge is +1. The total energy comes out at -26181.622 eV. The maximum force is 1.553 eV/Å. For the molar mass, the calculation gives 243.093 g/mol.

[3]
The following is a DFT calculation (ωB97M-V/def2-TZVPD) of the ion C4H8IN3 with charge +2 at a distorted geometry.

Geometry as XYZ:
```
16
Properties=species:S:1:pos:R:3:forces:R:3:mulliken_charge:R:1
C 0.0517 -2.1058 -0.0543 -3.9 -1.9 -0.1 -0.879
N -0.1356 -0.6849 0.1138 2.2 1.1 -1.6 -0.071
C -0.8253 -0.0734 0.9936 0.3 -2.4 -0.5 0.112
N -0.8661 1.2617 0.9744 -1.5 3.0 2.4 -0.049
C -0.3890 2.0162 -0.0218 1.6 -2.9 -1.4 -0.044
N 0.3411 1.4181 -0.9733 -0.5 1.8 1.8 -0.046
C 0.8608 0.0687 -0.8491 -1.4 -1.5 0.8 -0.691
I 2.7032 -0.1797 0.2125 0.3 0.5 -0.5 0.435
H -0.3408 -2.6741 0.8391 1.4 0.5 -0.6 0.295
H -0.7787 -2.3610 -0.7604 0.6 -0.1 0.0 0.434
H 0.9514 -2.4086 -0.5712 0.4 0.1 0.7 0.394
H -1.3914 -0.6824 1.7162 0.2 0.7 -0.1 0.393
H -1.2932 1.7044 1.8453 0.5 -0.4 -1.8 0.349
H -0.5417 3.0541 -0.1738 -0.4 1.0 0.6 0.461
H 0.8681 2.1405 -1.4642 0.1 -0.6 -0.9 0.358
H 0.7854 -0.4937 -1.8270 0.4 0.9 1.0 0.548
```
Forces are in eV/Å.

The calculation puts the HOMO energy at -18.029 eV. The value obtained for the orbital gap is 0.2909 hartree. Its total charge is +2. The total energy comes out at -16829.567 eV. The maximum force is 4.352 eV/Å. For the molar mass, the calculation gives 225.033 g/mol. The SMILES is CN1C=[NH+]C=[NH+][C@H]1I.

[4]
The following is a DFT calculation (ωB97M-V/def2-TZVPD) of a structure of composition C4H8IN4 at a distorted geometry.

Geometry as XYZ:
```
17
Properties=species:S:1:pos:R:3:forces:R:3:mulliken_charge:R:1
C -0.8390 2.0929 0.1592 -0.3 1.9 -0.2 0.032
C 1.6965 -0.1182 0.2978 0.8 3.2 0.0 -0.211
C -1.0842 1.1411 -0.9806 1.3 1.6 2.1 -0.404
C -0.5533 -2.7641 0.1069 -0.4 -0.6 -2.9 -0.517
N 0.2038 2.1616 0.8768 -0.8 -0.1 0.3 -0.103
N 1.0469 -1.1258 0.3635 -0.5 -0.6 -0.2 0.883
N 0.4894 -2.1009 0.7031 2.4 -1.2 3.1 -0.766
N 1.0402 1.3628 1.3794 1.4 -0.9 0.2 -0.247
I 3.2219 0.3830 -0.9922 -0.1 -0.3 0.2 0.300
H -1.4601 2.9946 0.3135 0.0 -0.6 -0.3 0.377
H -0.3643 0.4200 -0.7562 0.9 -1.5 -0.9 -0.144
H -0.9322 1.6988 -1.8625 0.3 0.3 -1.3 0.307
H -2.0403 0.7583 -0.9295 -2.1 -0.8 0.0 0.325
H -1.0247 -3.5399 0.6636 0.3 -0.5 0.9 0.280
H -0.0844 -3.2118 -0.8278 -1.0 0.4 0.7 0.303
H -1.2576 -2.0085 -0.0931 -1.5 0.6 -1.1 0.239
H 1.9416 1.8562 1.5782 -0.6 -0.7 -0.6 0.344
```
Forces are in eV/Å.

The calculation puts the HOMO energy (spin up / spin down) at -12.825 / -12.825 eV. The value obtained for the orbital gap (spin up / spin down) is 0.2637 / 0.2639 hartree. Its total charge is +1. The total energy comes out at -18325.340 eV. The maximum force is 4.117 eV/Å. For the molar mass, the calculation gives 239.040 g/mol.

[5]
The following is a DFT calculation (ωB97M-V/def2-TZVPD) of a structure of composition C4H8INOS at a distorted geometry.

Geometry as XYZ:
```
16
Properties=species:S:1:pos:R:3:forces:R:3:mulliken_charge:R:1
C -2.3169 0.2810 0.1538 1.4 -2.6 -1.9 0.200
C 0.9325 1.0037 -0.6264 -2.8 -1.1 0.0 -1.139
C 1.5409 -1.3814 -0.3699 0.6 0.9 -1.0 -1.484
C 0.4962 -0.3436 0.0760 1.5 0.4 -3.0 0.763
N -1.8448 1.0239 0.9951 -0.2 2.3 2.6 -0.486
O 0.4463 -0.4148 1.3983 1.5 -3.4 1.0 -0.527
S -1.1360 -0.9007 -0.6749 -1.1 0.9 0.3 -0.194
I -4.2850 -0.0386 -0.5204 -0.2 0.1 0.1 0.081
H 0.1761 1.7806 -0.2814 1.4 -0.5 -0.7 0.340
H 0.7371 0.7099 -1.7038 0.5 1.0 1.1 0.309
H 1.9770 1.2052 -0.4421 0.1 0.3 0.2 0.401
H 2.6058 -1.0816 -0.1700 -1.1 0.3 -0.1 0.334
H 1.4715 -1.5735 -1.4517 -0.1 -0.2 0.4 0.401
H 1.4045 -2.2404 0.2136 -0.4 -1.6 0.5 0.429
H -2.4537 1.6061 1.6080 0.3 -0.5 -1.0 0.238
H 0.2483 0.3640 1.7959 -1.3 3.7 1.6 0.335
```
Forces are in eV/Å.

The calculation puts the HOMO energy at -9.170 eV. The value obtained for the orbital gap is 0.3478 hartree. The total energy comes out at -26750.050 eV. The maximum force is 4.243 eV/Å. For the molar mass, the calculation gives 245.085 g/mol.

[6]
The following is a DFT calculation (ωB97M-V/def2-TZVPD) of a cluster of 2 separate species, C4H8INS in total at a distorted geometry.

Geometry as XYZ:
```
15
Properties=species:S:1:pos:R:3:forces:R:3:mulliken_charge:R:1
C 0.3980 0.3229 -0.6873 -1.0 4.1 1.8 0.062
C 0.7330 0.8761 0.5145 0.3 -5.8 -1.7 -0.477
C -0.1288 1.3633 -1.6700 1.8 0.9 1.0 -1.018
C 1.0914 -1.8669 1.3576 0.0 0.4 -0.2 -0.802
N 3.6356 -0.2323 0.4931 -0.1 -1.8 1.3 -0.364
S 1.5174 -0.1265 1.7530 -0.5 0.3 0.2 -0.015
I 3.9270 1.1809 -0.7154 0.2 1.5 -1.2 0.192
H 0.6085 -0.6439 -1.0090 0.4 -1.5 -0.3 0.323
H 0.4936 1.8201 0.7947 -0.5 2.7 0.7 0.366
H -0.9027 1.1472 -2.3720 -0.3 -0.5 -0.4 0.365
H -0.3903 2.2978 -1.1171 -0.1 -0.8 -0.4 0.258
H 0.8407 1.6261 -2.1376 -0.8 0.1 -0.8 0.190
H -0.0128 -2.1071 1.3107 1.3 0.5 0.3 0.302
H 1.6431 -2.4081 2.1633 -0.6 0.1 -0.8 0.332
H 1.5481 -2.0462 0.3749 0.0 -0.4 0.4 0.286
```
Forces are in eV/Å.

The calculation puts the HOMO energy (spin up / spin down) at -7.777 / -7.574 eV. The value obtained for the orbital gap (spin up / spin down) is 0.2594 / 0.2579 hartree. The total energy comes out at -24698.228 eV. The maximum force is 6.003 eV/Å. For the molar mass, the calculation gives 229.086 g/mol.

[7]
The following is a DFT calculation (ωB97M-V/def2-TZVPD) of a cluster of 2 separate species, C4H8INS in total at a distorted geometry.

Geometry as XYZ:
```
15
Properties=species:S:1:pos:R:3:forces:R:3:mulliken_charge:R:1
C 0.2925 0.2683 -1.0391 -0.5 -0.4 -0.1 0.409
C -0.5175 -0.3190 1.1726 0.1 0.1 0.4 -0.890
C -1.7695 -0.9258 -0.8232 -0.4 -0.2 -0.2 -0.932
C 2.1684 1.3606 0.2621 1.8 0.3 0.9 -1.074
N -0.5899 -0.2846 -0.2697 -0.3 -0.1 -0.5 0.034
S 0.5164 0.4775 -2.6005 0.1 0.1 -0.3 -0.370
I 3.2423 -0.1491 1.2346 -0.3 0.4 -0.3 0.089
H 0.2362 0.3774 1.5277 -0.1 -0.1 0.0 0.269
H -1.4877 -0.0396 1.5889 0.0 0.0 0.0 0.334
H -0.2696 -1.3264 1.5097 0.0 0.0 0.1 0.298
H -2.6514 -0.3078 -0.6376 0.0 -0.1 0.0 0.318
H -1.6468 -1.0573 -1.8959 0.0 0.0 0.1 0.273
H -1.9096 -1.8990 -0.3524 -0.1 0.0 0.0 0.314
H 2.6708 1.7508 -0.6033 0.0 -0.1 -0.3 0.470
H 1.7154 2.0741 0.9261 -0.3 0.1 0.2 0.457
```
Forces are in eV/Å.

The calculation puts the HOMO energy (spin up / spin down) at -6.570 / -9.012 eV. The value obtained for the orbital gap (spin up / spin down) is 0.2613 / 0.2845 hartree. The multiplicity is 3. The total energy comes out at -24699.390 eV. The maximum force is 1.999 eV/Å. For the molar mass, the calculation gives 229.086 g/mol. As for the expectation value of S²: 2.012.

[8]
The following is a DFT calculation (ωB97M-V/def2-TZVPD) of a structure of composition C4H8MgO4 at a distorted geometry.

Geometry as XYZ:
```
17
Properties=species:S:1:pos:R:3:forces:R:3:mulliken_charge:R:1
Mg 0.0110 -0.0727 0.0062 1.8 -5.1 -0.1 0.051
O -1.2542 0.5372 0.6232 -12.2 6.9 1.9 -0.496
C -1.8005 0.4577 -0.7245 -0.4 0.5 1.3 -0.491
C -0.7075 0.2213 -1.8938 0.1 -1.3 -1.1 -0.468
O 0.4397 -0.4879 -1.4973 -1.9 -3.0 -10.6 -0.413
H -2.4312 1.3121 -0.9702 0.1 0.7 -0.3 0.273
H -2.5115 -0.3657 -0.7922 -0.1 -0.7 0.1 0.303
H -0.5590 1.1120 -2.5042 0.9 1.4 0.6 0.290
H -1.2521 -0.2818 -2.6927 -0.9 -1.1 -0.2 0.226
O -0.2387 -1.5031 0.9143 2.0 -4.1 2.4 -0.635
C 0.9336 -0.9491 1.5520 -1.6 -2.8 2.5 -0.467
C 1.6820 0.3456 1.0329 1.4 2.0 -0.1 -0.544
O 1.2958 0.8567 -0.1936 8.9 6.3 2.0 -0.567
H 1.5411 -1.8248 1.7806 1.4 0.1 -0.5 0.280
H 0.5397 -0.7612 2.5508 0.3 1.0 0.8 0.239
H 2.7595 0.2021 1.1136 0.7 -0.8 -0.2 0.230
H 1.5523 1.2017 1.6950 -0.5 -0.1 1.5 0.189
```
Forces are in eV/Å.

The calculation puts the HOMO energy at 1.978 eV. The value obtained for the orbital gap is 0.1495 hartree. Its total charge is -2. The total energy comes out at -17901.776 eV. The maximum force is 14.191 eV/Å. For the molar mass, the calculation gives 144.409 g/mol.

Let's list energy above the lowest of the compared OMol25 structures with the same formula, charge and spin in order: 64.6; 101.2; 0.0; 156.4; 0.0; 116.8; 0.0; 261.3 kcal per mole.